2 unconnected molecules or ions with the total composition C29H30N3O, computed with ωB97M-V with the def2-TZVPD basis set.

Geometry as ORCA input:
```
! RIJCOSX wB97M-V def2-TZVPD def2/J DEFGRID3
* xyz 1 1
C 2.486 1.310 -2.606
C 1.305 1.451 -1.658
C 0.184 0.548 -1.920
N -0.802 0.886 -2.825
C -1.095 2.214 -3.085
C -2.216 2.531 -3.831
C -3.097 1.538 -4.268
C -2.717 0.209 -4.093
C -1.577 -0.120 -3.389
O 1.297 2.235 -0.687
H 2.780 0.253 -2.690
H 2.267 1.686 -3.618
H 3.334 1.867 -2.200
H 0.297 -0.513 -1.729
H -0.433 2.974 -2.667
H -2.398 3.576 -4.034
H -4.016 1.802 -4.770
H -3.336 -0.591 -4.491
H -1.240 -1.132 -3.206
C 2.161 2.143 3.364
C 2.316 1.217 2.237
N 3.477 1.111 1.558
C 4.694 1.851 1.863
C 3.379 0.097 0.598
C 2.077 -0.461 0.696
C 1.785 -1.608 -0.027
C 2.765 -2.108 -0.898
C 4.016 -1.491 -1.033
C 4.350 -0.360 -0.272
C 1.353 0.301 1.704
C 0.003 0.242 2.057
C -1.080 -0.653 1.803
C -1.481 -1.865 2.455
C -0.955 -2.494 3.689
N -2.639 -2.305 1.888
C -3.301 -3.545 2.274
C -3.107 -1.373 0.950
C -2.189 -0.298 0.936
C -2.449 0.840 0.183
C -3.571 0.843 -0.642
C -4.422 -0.278 -0.720
C -4.222 -1.381 0.129
H 1.101 2.172 3.606
H 2.681 1.795 4.271
H 2.523 3.149 3.120
H 5.343 1.871 0.996
H 4.423 2.870 2.151
H 5.264 1.389 2.673
H 0.801 -2.059 0.094
H 2.553 -3.024 -1.463
H 4.752 -1.897 -1.735
H 5.280 0.210 -0.353
H -0.272 1.034 2.767
H -0.015 -1.993 3.927
H -1.637 -2.355 4.548
H -0.746 -3.568 3.579
H -3.892 -3.940 1.447
H -2.546 -4.293 2.544
H -3.972 -3.398 3.126
H -1.731 1.661 0.233
H -3.768 1.718 -1.269
H -5.244 -0.250 -1.438
H -4.878 -2.240 0.148
*
```

For the orbital gap, the calculation gives 4.47 eV. As for the HOMO energy: -8.74 eV. For the energy above the lowest of the compared OMol25 structures with the same formula, charge and spin, the calculation gives 0.000 eV. For the largest force on an atom, the calculation gives 3.0 eV Å⁻¹. As for the electronic energy: -37069.6032 eV.

---

A molecular structure, C30H26Cl3MgN5O8S3, computed with ωB97M-V with the def2-TZVPD basis set.

Geometry as ORCA input:
```
! RIJCOSX wB97M-V def2-TZVPD def2/J DEFGRID3
* xyz 0 1
Mg -0.485 -0.300 -0.010
C -2.517 4.064 1.173
C -1.331 4.094 0.213
S -0.120 2.760 0.292
C 0.598 2.904 1.943
C -0.228 2.384 3.122
S -0.865 0.717 2.840
C -2.598 0.827 3.340
C -3.429 2.039 2.924
S -3.427 2.495 1.168
H -2.197 4.285 2.189
H -3.200 4.864 0.882
H -1.691 4.045 -0.817
H -0.807 5.047 0.318
H 1.527 2.336 1.871
H 0.883 3.944 2.116
H 0.408 2.386 4.009
H -1.065 3.046 3.327
H -3.026 -0.081 2.912
H -2.667 0.736 4.426
H -4.464 1.823 3.192
H -3.154 2.921 3.501
O 2.598 -0.558 2.777
C 2.586 -0.247 1.610
N 3.678 0.172 0.880
C 3.378 0.420 -0.514
C 1.863 0.194 -0.440
O 1.028 0.306 -1.366
N 1.472 -0.206 0.762
C 3.964 -0.636 -1.457
C 4.756 -1.670 -0.980
C 5.243 -2.640 -1.848
C 4.928 -2.590 -3.195
C 4.132 -1.557 -3.676
C 3.659 -0.581 -2.814
C 3.781 1.825 -0.953
C 2.957 2.636 -1.722
C 3.390 3.897 -2.116
C 4.645 4.356 -1.752
C 5.475 3.544 -0.989
C 5.045 2.288 -0.596
H 4.592 0.190 1.294
H 4.982 -1.738 0.075
H 5.859 -3.442 -1.462
H 5.299 -3.349 -3.871
H 3.880 -1.510 -4.727
H 3.037 0.219 -3.193
H 1.974 2.292 -2.007
H 2.735 4.522 -2.709
H 4.978 5.338 -2.061
H 6.460 3.889 -0.703
H 5.712 1.662 -0.015
Cl 2.825 -3.750 1.321
C 1.349 -3.952 0.368
Cl 0.948 -5.669 0.208
Cl 1.533 -3.215 -1.228
C 0.247 -3.286 1.067
N -0.626 -2.772 1.605
O -1.589 -1.705 -1.093
C -2.572 -1.409 -0.359
O -2.488 -0.482 0.487
C -3.852 -2.172 -0.486
C -3.949 -3.223 -1.385
C -5.145 -3.910 -1.470
C -6.246 -3.593 -0.698
C -6.108 -2.539 0.183
C -4.935 -1.820 0.306
N -7.261 -2.170 1.028
O -7.117 -1.236 1.789
O -8.270 -2.831 0.914
N -5.259 -5.033 -2.425
O -4.273 -5.315 -3.071
O -6.308 -5.641 -2.446
H -3.105 -3.496 -2.001
H -7.170 -4.145 -0.780
H -4.861 -0.997 1.000
*
```

For the orbital gap, the calculation gives 7.70 eV. As for the HOMO energy: -8.61 eV. For the energy above the lowest of the compared OMol25 structures with the same formula, charge and spin, the calculation gives 0.458 eV. For the largest force on an atom, the calculation gives 0.6 eV Å⁻¹. As for the electronic energy: -130880.0457 eV.

---

A molecular structure, C40H39FeN4, computed with ωB97M-V with the def2-TZVPD basis set.

Geometry as ORCA input:
```
! RIJCOSX wB97M-V def2-TZVPD def2/J DEFGRID3
* xyz -1 5
C 2.995 -1.084 1.790
C 1.716 -1.775 1.896
C 1.252 -1.646 3.271
C 2.244 -0.881 4.008
C 3.319 -0.535 3.095
Fe 1.567 0.112 2.427
C 1.345 2.048 2.759
C 1.892 1.786 1.436
C 0.985 0.907 0.740
C -0.196 0.687 1.589
C -1.358 -0.042 1.209
C -2.613 0.042 1.864
C -3.497 -1.070 1.796
C -4.779 -1.008 2.305
C -5.232 0.168 2.925
C -4.380 1.278 3.021
C -3.087 1.220 2.523
C 0.104 1.329 2.879
H 3.625 -1.039 0.904
H 1.226 -2.344 1.110
H 0.359 -2.107 3.688
H 2.224 -0.678 5.076
H 4.237 -0.015 3.360
H 1.774 2.717 3.499
H 2.805 2.211 1.025
H 1.063 0.521 -0.274
H -1.253 -0.707 0.346
H -3.118 -1.981 1.330
H -5.429 -1.884 2.230
H -6.243 0.212 3.335
H -4.737 2.195 3.500
H -2.434 2.094 2.588
H -0.595 1.327 3.708
C -2.510 7.568 -2.100
C -1.704 7.481 -0.959
C -1.032 6.294 -0.664
C -1.168 5.182 -1.504
C -0.403 3.920 -1.167
N -0.722 2.793 -2.059
C 0.309 2.390 -2.989
C -0.251 1.574 -4.135
N -1.227 0.609 -3.692
C -1.324 -0.643 -4.405
C -2.749 -1.145 -4.490
N -3.452 -0.982 -3.237
C -4.655 -1.808 -3.049
C -4.507 -2.842 -1.958
C -5.618 -3.617 -1.607
C -5.507 -4.599 -0.623
C -4.280 -4.820 0.013
C -3.168 -4.050 -0.338
C -3.280 -3.069 -1.328
C -3.214 0.091 -2.431
C -4.011 0.399 -1.300
N -3.725 1.442 -0.536
C -2.763 2.306 -0.816
C -1.847 2.047 -1.865
C -2.094 0.922 -2.694
C -1.969 5.272 -2.645
C -2.644 6.461 -2.942
H -3.031 8.497 -2.334
H -1.593 8.341 -0.297
H -0.396 6.201 0.219
H 0.678 4.094 -1.260
H -0.577 3.621 -0.121
H 0.768 3.305 -3.381
H 1.097 1.822 -2.461
H -0.709 2.270 -4.861
H 0.554 1.031 -4.639
H -0.920 -0.489 -5.411
H -0.713 -1.415 -3.903
H -3.285 -0.623 -5.303
H -2.752 -2.216 -4.723
H -5.520 -1.156 -2.852
H -4.843 -2.299 -4.013
H -6.563 -3.428 -2.121
H -6.379 -5.198 -0.357
H -4.189 -5.590 0.779
H -2.202 -4.206 0.146
H -2.409 -2.473 -1.609
H -4.875 -0.217 -1.030
H -2.673 3.194 -0.184
H -2.072 4.407 -3.303
H -3.267 6.508 -3.835
*
```

For the orbital gap (spin up / spin down), the calculation gives 3.33 / 5.02 eV. The expectation value of S² is 6.128. As for the HOMO energy (spin up / spin down): -1.02 / -2.71 eV. For the largest force on an atom, the calculation gives 2.3 eV Å⁻¹. As for the electronic energy: -82455.8471 eV.

---

C6H10N2O in the gas phase, computed with ωB97M-V with the def2-TZVPD basis set.

Geometry as ORCA input:
```
! RIJCOSX wB97M-V def2-TZVPD def2/J DEFGRID3
* xyz 0 1
C -0.323 1.315 -0.241
C -0.904 -1.066 -1.237
C -0.238 -1.271 0.063
C -1.001 -0.016 -0.159
C -2.341 0.164 0.605
C 2.781 -0.174 0.370
N 1.040 1.290 -0.419
N 1.736 0.108 -0.551
O -0.896 2.334 0.007
H -0.372 -1.065 -2.218
H -1.899 -1.598 -1.376
H -0.473 -1.871 0.858
H -2.159 0.735 1.622
H -2.765 -0.872 0.900
H -3.000 0.706 -0.101
H 3.692 0.204 -0.075
H 2.596 0.292 1.301
H 2.923 -1.232 0.581
H 1.604 2.017 0.071
*
```

For the orbital gap (spin up / spin down), the calculation gives 8.23 / 8.68 eV. As for the HOMO energy (spin up / spin down): -8.30 / -8.57 eV. For the energy above the lowest of the compared OMol25 structures with the same formula, charge and spin, the calculation gives 5.686 eV. For the largest force on an atom, the calculation gives 3.5 eV Å⁻¹. As for the electronic energy: -11406.4019 eV.

---

2 unconnected molecules or ions with the total composition C4H12N3, computed with ωB97M-V with the def2-TZVPD basis set.

Geometry as ORCA input:
```
! RIJCOSX wB97M-V def2-TZVPD def2/J DEFGRID3
* xyz 1 1
C 2.130 1.304 0.095
C 0.744 -1.495 -0.999
C -2.113 0.660 0.353
C 0.937 -0.738 0.236
N 1.926 0.079 0.244
N 0.367 -1.203 1.305
N -0.924 1.024 -0.352
H 1.314 1.848 -0.288
H 3.085 1.738 0.386
H 1.255 -2.552 -1.105
H -0.295 -1.652 -1.264
H 1.047 -1.001 -1.897
H -2.915 1.174 -0.043
H -2.392 -0.403 0.400
H -1.990 1.013 1.313
H 0.279 -0.576 2.113
H -0.418 -1.974 1.243
H -1.206 0.757 -1.362
H -0.831 1.997 -0.378
*
```

For the orbital gap, the calculation gives 10.29 eV. As for the HOMO energy: -14.05 eV. For the energy above the lowest of the compared OMol25 structures with the same formula, charge and spin, the calculation gives 2.990 eV. For the largest force on an atom, the calculation gives 4.8 eV Å⁻¹. As for the electronic energy: -8804.7439 eV.

---

C4H5N3O in the gas phase, computed with ωB97M-V with the def2-TZVPD basis set.

Geometry as ORCA input:
```
! RIJCOSX wB97M-V def2-TZVPD def2/J DEFGRID3
* xyz 0 1
C 0.479 -1.579 1.562
C -1.024 -1.761 1.281
C -0.123 0.163 -0.021
C 0.134 -0.201 -1.339
H 0.821 -1.765 2.547
H 1.272 -1.687 0.753
H -1.745 -1.954 2.048
H -1.046 -2.039 0.365
H -0.122 -1.040 -1.985
N -0.342 -0.431 1.305
N 0.603 0.920 -1.948
N 0.404 1.962 -1.159
O -0.078 1.449 0.000
*
```

As for the structure (SMILES): c1nnoc1N1CC1. For the orbital gap, the calculation gives 10.90 eV. As for the HOMO energy: -10.00 eV. For the energy above the lowest of the compared OMol25 structures with the same formula, charge and spin, the calculation gives 5.550 eV. For the largest force on an atom, the calculation gives 6.5 eV Å⁻¹. As for the electronic energy: -10742.0647 eV.

---

A molecular structure, C9H18ClGaIN2OP, computed with ωB97M-V with the def2-TZVPD basis set.

Geometry as ORCA input:
```
! RIJCOSX wB97M-V def2-TZVPD def2/J DEFGRID3
* xyz 2 1
C -1.506 5.309 1.882
I -1.167 3.134 1.507
H -0.878 5.882 1.188
H -1.235 5.512 2.925
H -2.571 5.515 1.720
Ga 0.205 0.805 0.193
P -1.539 0.094 -1.250
C -3.120 -0.424 -0.524
C -1.945 1.623 -2.166
H -0.201 -0.884 -3.002
H -1.945 -1.198 -3.249
H -1.027 -2.131 -2.029
C -1.140 -1.150 -2.503
H -1.039 1.994 -2.664
H -2.722 1.395 -2.912
H -3.870 -0.532 -1.323
H -3.469 0.319 0.205
H -2.306 2.392 -1.468
H -2.989 -1.391 -0.019
C -0.893 0.334 1.775
O -1.515 -0.018 2.683
Cl 1.572 1.916 -1.070
C 3.710 -3.752 0.239
N 2.975 -2.571 0.682
C 3.204 -1.893 1.876
C 2.341 -0.828 1.892
N 1.595 -0.849 0.720
C 1.993 -1.915 0.022
H 4.774 -3.514 0.093
H 3.638 -4.551 0.990
H 3.281 -4.100 -0.711
H 3.944 -2.202 2.594
H 2.221 -0.069 2.658
H 1.625 -2.253 -0.951
*
```

For the orbital gap, the calculation gives 7.50 eV. As for the HOMO energy: -15.81 eV. For the largest force on an atom, the calculation gives 6.9 eV Å⁻¹. As for the electronic energy: -96926.5746 eV.

---

2 unconnected molecules or ions with the total composition C11H10F9N3O3S, computed with ωB97M-V with the def2-TZVPD basis set.

Geometry as ORCA input:
```
! RIJCOSX wB97M-V def2-TZVPD def2/J DEFGRID3
* xyz 0 1
N -4.076 -1.299 1.467
C -3.023 -1.695 1.747
C -1.740 -2.167 2.201
C -0.646 -1.786 1.168
C -0.571 -2.751 0.100
N -0.479 -3.491 -0.798
S 0.964 -1.689 2.002
O 2.023 -1.555 1.058
O 0.997 -2.762 2.943
C 0.797 -0.085 2.990
F 0.705 -0.491 4.257
F -0.330 0.559 2.691
C 2.053 0.817 2.918
F 3.094 0.005 3.100
F 1.991 1.645 3.961
C 2.293 1.687 1.627
F 2.600 2.931 2.013
F 3.334 1.195 0.961
C 1.126 1.849 0.631
F 0.154 2.599 1.144
F 1.606 2.474 -0.448
F 0.605 0.683 0.252
H -1.760 -3.234 2.356
H -1.505 -1.683 3.137
H -0.920 -0.827 0.749
C -0.539 -0.702 -3.917
O -0.610 -1.536 -3.039
N -0.748 0.616 -3.728
C -0.649 1.582 -4.803
C -1.082 1.063 -2.388
H -0.290 -0.959 -4.960
H 0.124 2.320 -4.577
H -1.603 2.098 -4.934
H -0.392 1.080 -5.733
H -0.283 0.790 -1.707
H -2.000 0.575 -2.057
H -1.220 2.142 -2.380
*
```

As for the structure (SMILES): N#CC[C@H](C#N)S(=O)(=O)C(F)(F)C(F)(F)C(F)(F)C(F)(F)F.CN(C)C=O. For the orbital gap, the calculation gives 9.77 eV. As for the HOMO energy: -9.46 eV. For the largest force on an atom, the calculation gives 3.1 eV Å⁻¹. As for the electronic energy: -57472.1507 eV.